Record 1
Computed, not measured: one molecule with the formula C6H16P2 in a non-equilibrium geometry, with ωB97M-V with the def2-TZVPD basis set.

Geometry as XYZ:
```
24
C6H16P2 | the Open Molecules 2025 dataset | ωB97M-V with the def2-TZVPD basis set
C -0.2126 2.0193 0.2550
C 3.8243 -0.8696 0.4610
C -1.8947 -1.7885 -0.4247
C -3.1271 0.6751 -0.3614
C 0.9008 -0.0689 0.6438
C -0.3485 0.4881 -0.0471
P 2.5391 0.3063 -0.2776
P -1.9337 -0.2950 0.7309
H -0.0768 2.2547 1.3529
H 0.6778 2.4664 -0.0982
H -0.9388 2.5380 -0.2563
H 4.3194 -0.2647 1.0892
H 4.4450 -1.0871 -0.3158
H 3.3296 -1.6405 0.9436
H -0.8862 -1.9096 -0.8645
H -2.6251 -1.5528 -1.1487
H -2.1651 -2.6706 0.1895
H -3.6653 1.4209 0.3227
H -3.7931 -0.1524 -0.8840
H -2.5318 1.1343 -1.2114
H 1.0597 0.2203 1.6264
H 1.0586 -1.1882 0.7904
H -0.1396 0.4199 -1.1913
H 2.1844 -0.4554 -1.3245
```

The energy above the lowest of the compared OMol25 structures with the same formula, charge and spin comes out at 2.1751 eV. Its SMILES is CPC[C@H](C)P(C)C. The molecular weight is 150.14 g/mol. The gap between HOMO and LUMO comes out at 0.35323 Ha. As for the HOMO energy: -8.497 eV. As for the total energy: -920.81956 hartree.

***

Record 2
Computed, not measured: a 2-piece molecular cluster, C6H16S overall in a non-equilibrium geometry, with ωB97M-V with the def2-TZVPD basis set.

Geometry as XYZ:
```
23
C6H16S | the Open Molecules 2025 dataset | ωB97M-V with the def2-TZVPD basis set
C -3.0826 -0.6758 -0.7316
C -2.3057 -0.0063 -1.8257
C -1.9817 -2.1966 1.1795
S -2.4868 -2.4624 -0.5446
H -3.1436 -0.0988 0.1909
H -4.1323 -0.8580 -0.9230
H -2.7866 -0.2803 -2.7885
H -1.3654 -0.4796 -2.1569
H -1.3111 -2.9857 1.5523
H -1.3662 -1.3045 1.1126
H -2.8132 -2.2359 1.8469
H -2.1066 1.0582 -1.6656
C 2.9614 0.8212 0.8682
C 2.7863 0.3354 -0.5615
C 2.2174 2.1447 1.1548
H 2.6299 0.1365 1.6521
H 4.0404 0.8607 1.0633
H 3.6235 0.4964 -1.2073
H 2.7427 2.8991 1.7412
H 2.1448 2.6240 0.1717
H 2.0317 0.9354 -1.0867
H 2.4258 -0.6750 -0.7079
H 1.2776 1.9475 1.6656
```

The energy above the lowest of the compared OMol25 structures with the same formula, charge and spin comes out at 1.4375 eV. Its SMILES is CCSC.CCC. The molecular weight is 120.26 g/mol. The gap between HOMO and LUMO comes out at 0.34277 Ha. As for the HOMO energy: -8.474 eV. As for the total energy: -636.32894 hartree.

***

Record 3
Computed, not measured: a 2-piece molecular cluster, C6H16S overall in a non-equilibrium geometry, with ωB97M-V with the def2-TZVPD basis set.

Geometry as XYZ:
```
23
C6H16S | the Open Molecules 2025 dataset | ωB97M-V with the def2-TZVPD basis set
C -0.4168 -1.1763 -0.8471
C -0.0193 -2.2591 -1.8660
C -2.0970 -2.7184 0.6675
S -2.1464 -1.2719 -0.3750
H 0.2400 -1.2371 0.0198
H -0.2447 -0.2285 -1.3555
H -0.7726 -2.3217 -2.6466
H 0.0557 -3.2216 -1.3582
H -1.1409 -2.8052 1.1826
H -2.8677 -2.6541 1.4353
H -2.3139 -3.6274 0.1041
H 0.9233 -2.0772 -2.3875
C 0.7358 1.8283 0.3981
C 0.7544 2.0351 1.9123
C 1.4280 2.9463 -0.3614
H 1.2484 0.8860 0.2006
H -0.2992 1.7853 0.0609
H 0.3148 3.0031 2.1716
H 0.8403 3.8651 -0.2411
H 2.4301 3.1981 -0.0108
H 1.7625 1.9981 2.3222
H 0.1256 1.2952 2.4101
H 1.4597 2.7578 -1.4359
```

The energy above the lowest of the compared OMol25 structures with the same formula, charge and spin comes out at 0.2556 eV. Its SMILES is CCSC.CCC. The molecular weight is 120.26 g/mol. The gap between HOMO and LUMO comes out at 0.34657 Ha. As for the HOMO energy: -8.485 eV. As for the total energy: -636.37237 hartree.

***

Record 4
Computed, not measured: a 2-piece molecular cluster, C6H16S2 overall, with ωB97M-V with the def2-TZVPD basis set.

Geometry as XYZ:
```
24
C6H16S2 | the Open Molecules 2025 dataset | ωB97M-V with the def2-TZVPD basis set
C -2.0642 -1.7148 3.7025
S -1.5180 -0.9369 2.1587
S -1.8141 1.0429 2.7163
C -0.8171 1.8070 1.3972
H -1.3300 -1.5485 4.4872
H -3.0335 -1.3289 3.9997
H -2.1318 -2.7699 3.4538
H -1.3239 1.6837 0.4453
H -0.7515 2.8583 1.6560
H 0.1596 1.3258 1.3899
C 0.6447 1.0082 -2.7411
C 1.1759 -0.2779 -2.1173
C 2.3516 0.0262 -1.1964
C 0.0758 -1.0127 -1.3695
H -0.1531 0.8028 -3.4561
H 0.2471 1.6644 -1.9640
H 1.4423 1.5337 -3.2647
H 1.5329 -0.9202 -2.9259
H 2.7771 -0.8803 -0.7651
H 2.0321 0.6647 -0.3650
H 3.1495 0.5419 -1.7299
H -0.6934 -1.3764 -2.0489
H 0.4572 -1.8591 -0.7970
H -0.4153 -0.3340 -0.6658
```

The energy above the lowest of the compared OMol25 structures with the same formula, charge and spin comes out at 0.2304 eV. Its SMILES is CC(C)C.CSSC. The molecular weight is 152.33 g/mol. The gap between HOMO and LUMO comes out at 0.31219 Ha. As for the HOMO energy: -7.872 eV. As for the total energy: -1034.56766 hartree.

***

Record 5
Computed, not measured: a 2-piece molecular cluster, C6H16S4 overall in a non-equilibrium geometry, with ωB97M-V with the def2-TZVPD basis set.

Geometry as XYZ:
```
26
C6H16S4 | the Open Molecules 2025 dataset | ωB97M-V with the def2-TZVPD basis set
S 0.7881 2.0225 0.1206
S 1.8336 2.9537 1.6468
C 4.5067 -0.1746 2.4766
C 2.6167 1.6190 2.5433
C 3.6179 0.8011 1.6439
H -0.1996 1.6268 0.9515
H 5.3115 0.3815 2.9861
H 4.9629 -0.9642 1.8561
H 3.8702 -0.6515 3.2408
H 1.7894 0.9558 2.8615
H 3.1542 1.9472 3.4536
H 4.2012 1.5760 1.1102
H 3.2205 0.0980 0.8869
S -3.7810 -4.0832 -3.6827
S -2.6915 -2.3422 -3.6676
C -2.9939 0.7569 -0.8854
C -3.1842 -1.4992 -2.1598
C -2.7397 -0.0046 -2.1677
H -3.1359 -4.8482 -2.7765
H -2.9300 1.8407 -1.0802
H -2.2510 0.4938 -0.1137
H -4.0006 0.5279 -0.4971
H -2.7721 -2.0084 -1.2675
H -4.2858 -1.6044 -2.1286
H -3.2575 0.4957 -3.0086
H -1.6503 0.0842 -2.3426
```

The energy above the lowest of the compared OMol25 structures with the same formula, charge and spin comes out at 0.1573 eV. Its SMILES is CCCSS.CCCSS. The molecular weight is 216.46 g/mol. The gap between HOMO and LUMO comes out at 0.34739 Ha. As for the HOMO energy: -8.938 eV. As for the total energy: -1830.93600 hartree.

***

Record 6
Computed, not measured: C6H17BrCdNO2 as an isolated structure in a non-equilibrium geometry, with ωB97M-V with the def2-TZVPD basis set.

Geometry as XYZ:
```
28
C6H17BrCdNO2 | the Open Molecules 2025 dataset | ωB97M-V with the def2-TZVPD basis set
Cd -9.9593 -10.7207 15.3376
Br -10.9683 -11.6174 17.4150
C -12.0987 -16.9410 18.2796
C -12.2858 -15.4432 18.5415
O -12.5200 -14.8940 17.2890
H -13.0168 -17.4388 17.9675
H -11.7500 -17.4979 19.1492
H -11.3921 -17.2205 17.4981
H -11.3378 -15.0999 18.9556
H -13.1133 -15.1812 19.2009
H -12.2713 -13.9678 17.3338
C -16.4017 -11.7473 16.7588
C -15.2797 -10.8639 16.1325
C -14.6539 -9.9051 17.1762
O -13.6809 -9.0934 16.5680
C -13.0505 -8.1893 17.4101
N -14.2344 -11.5974 15.4900
H -16.8374 -12.3186 15.9391
H -17.2326 -11.0941 17.0253
H -16.0398 -12.3411 17.5981
H -15.8446 -10.2741 15.4107
H -14.2319 -10.3450 18.0798
H -15.4398 -9.2362 17.5269
H -13.8191 -7.5150 17.7879
H -12.3029 -7.6066 16.8718
H -12.5120 -8.7463 18.1768
H -13.8412 -10.9203 14.8519
H -13.4596 -11.5596 16.1369
```

The molecular weight is 327.52 g/mol. The gap between HOMO and LUMO (alpha / beta) comes out at 0.32479 / 0.25486 Ha. As for the HOMO energy (alpha / beta): -8.662 / -9.373 eV. As for the total energy: -3185.73102 hartree. Its multiplicity is 2.

***

Record 7
Computed, not measured: a 2-piece molecular cluster, C6H17ClSi2 overall in a non-equilibrium geometry, with ωB97M-V with the def2-TZVPD basis set.

Geometry as XYZ:
```
26
C6H17ClSi2 | the Open Molecules 2025 dataset | ωB97M-V with the def2-TZVPD basis set
C -0.4649 -1.9775 -0.8809
C -1.2496 -1.0795 1.3910
C -3.0045 -1.8255 -0.2268
C 3.3311 0.3094 0.3853
C 2.1985 3.3606 0.4213
C -1.5995 -1.1754 -0.1158
Si 2.1781 1.6908 -0.3529
Si -1.7281 0.5380 -1.0211
Cl -2.9631 1.9363 0.2083
H -0.9667 -2.6934 -1.5240
H -0.0572 -1.2472 -1.6013
H 0.2013 -2.4230 -0.1374
H -0.3722 -1.6724 1.5888
H -2.0363 -1.5274 2.1167
H -1.0601 0.0605 1.7162
H -3.7881 -1.1370 0.0725
H -3.4662 -2.0292 -1.2726
H -2.9809 -2.7128 0.2929
H 3.3271 -0.4983 -0.3558
H 4.4616 0.5864 0.5848
H 2.8728 -0.1993 1.2329
H 3.2596 3.8023 0.2309
H 1.4898 3.9854 -0.2188
H 1.9926 3.4211 1.5377
H 2.5538 2.0881 -1.6812
H -2.1290 0.4187 -2.3907
```

The energy above the lowest of the compared OMol25 structures with the same formula, charge and spin comes out at 3.3015 eV. The molecular weight is 180.83 g/mol. The gap between HOMO and LUMO (alpha / beta) comes out at 0.24689 / 0.26282 Ha. As for the HOMO energy (alpha / beta): -7.404 / -7.602 eV. As for the total energy: -1277.86191 hartree.

***

Record 8
Computed, not measured: an isolated ion of composition C6H17N2 and charge +1 in a non-equilibrium geometry, with ωB97M-V with the def2-TZVPD basis set.

Geometry as XYZ:
```
25
C6H17N2 | the Open Molecules 2025 dataset | ωB97M-V with the def2-TZVPD basis set
N 0.0588 -1.4635 1.7910
C 0.6911 -0.0665 1.5624
C 1.8567 0.1609 2.4887
C 0.8683 0.1429 0.0640
N -0.5733 -0.0645 -0.5746
C -0.4168 -0.5402 -1.9809
C -1.2278 0.1760 -3.0894
C -1.1656 1.2696 -0.4723
H 0.7465 -2.2167 1.8573
H -0.6895 -1.7856 1.0264
H -0.5977 -1.5134 2.5557
H -0.2160 0.6458 1.8730
H 2.1849 1.1073 2.5104
H 1.5805 0.0313 3.6847
H 2.6495 -0.4985 2.2680
H 1.7099 -0.4106 -0.4008
H 1.0574 1.3039 0.0941
H -0.8308 -1.5849 -1.7985
H 0.6652 -0.5959 -2.3029
H -1.3887 -0.5512 -3.7998
H -2.1667 0.6049 -2.6754
H -0.6402 0.9659 -3.4281
H -2.3092 1.1395 -0.6391
H -0.7915 2.0515 -1.2071
H -1.0552 1.6920 0.5932
```

The energy above the lowest of the compared OMol25 structures with the same formula, charge and spin comes out at 2.7837 eV. Its SMILES is CCN(C)C[C@H](C)[NH3+]. The molecular weight is 117.22 g/mol. The gap between HOMO and LUMO comes out at 0.34796 Ha. As for the HOMO energy: -12.814 eV. As for the total energy: -347.98854 hartree. Its net charge is +1.

***

Record 9
Computed, not measured: an isolated ion of composition C6H17N2 and charge +1 in a non-equilibrium geometry, with ωB97M-V with the def2-TZVPD basis set.

Geometry as XYZ:
```
25
C6H17N2 | the Open Molecules 2025 dataset | ωB97M-V with the def2-TZVPD basis set
C 0.4930 0.4571 0.5071
N -0.6760 1.2344 0.1046
C -0.4107 2.3191 -0.8535
C 0.7895 3.2594 -0.5438
C 0.0315 -0.9534 0.8183
N -0.6435 -1.3982 -0.5075
C -0.8631 -2.8679 -0.6148
C 1.1252 -1.8990 1.2511
H 1.2423 0.4709 -0.2963
H 1.0450 0.8847 1.3298
H -1.0822 1.6923 0.9129
H -0.2501 1.9136 -1.8535
H -1.3140 2.9034 -0.9269
H 1.5190 3.1645 -1.3406
H 1.2854 3.0097 0.3916
H 0.4290 4.2678 -0.3855
H -0.8280 -0.9149 1.4834
H -1.5114 -0.8584 -0.5200
H -0.0203 -1.0879 -1.2492
H -1.4048 -3.1872 -1.4915
H -1.4777 -3.1330 0.2425
H 0.0939 -3.3664 -0.5505
H 0.8232 -2.6131 2.0133
H 1.8098 -1.2913 1.8394
H 1.7406 -2.3530 0.4769
```

The energy above the lowest of the compared OMol25 structures with the same formula, charge and spin comes out at 0.7330 eV. Its SMILES is CCNC[C@H](C)[NH2+]C. The molecular weight is 117.22 g/mol. The gap between HOMO and LUMO comes out at 0.37981 Ha. As for the HOMO energy: -13.181 eV. As for the total energy: -348.06391 hartree. Its net charge is +1.